{
  "formula": "C43H87BrF14N2O17S2",
  "method": "wB97M-V/def2-TZVPD",
  "species": ["C", "C", "C", "O", "C", "O", "C", "S", "Br", "C", "C", "C", "F", "F", "C", "F", "F", "C", "F", "F", "C", "F", "F", "F", "C", "N", "C", "C", "N", "C", "C", "C", "S", "O", "O", "O", "C", "F", "F", "C", "F", "F", "F", "H", "H", "H", "H", "H", "H", "H", "H", "H", "H", "H", "H", "H", "H", "H", "H", "H", "H", "H", "H", "H", "H", "H", "H", "H", "H", "H", "C", "O", "C", "C", "O", "C", "H", "H", "H", "H", "H", "H", "H", "H", "H", "H", "C", "O", "C", "C", "O", "C", "H", "H", "H", "H", "H", "H", "H", "H", "H", "H", "C", "O", "C", "C", "O", "C", "H", "H", "H", "H", "H", "H", "H", "H", "H", "H", "C", "O", "C", "C", "O", "C", "H", "H", "H", "H", "H", "H", "H", "H", "H", "H", "C", "O", "C", "C", "O", "C", "H", "H", "H", "H", "H", "H", "H", "H", "H", "H", "C", "O", "C", "C", "O", "C", "H", "H", "H", "H", "H", "H", "H", "H", "H", "H"],
  "xyz": [[5.5818, -2.9877, 5.3472], [4.7153, -2.7245, 4.0248], [5.5302, -1.8715, 2.9197], [5.1585, -2.1786, 1.5662], [3.9377, -1.5203, 1.1742], [3.9784, -0.9065, -0.1137], [4.5752, 0.3666, -0.1700], [4.6677, 0.7713, -2.0144], [3.5490, 1.8711, 0.6301], [6.0779, 0.4852, 0.3413], [6.7665, 1.9071, 0.0741], [7.1733, 2.6658, 1.4383], [6.1486, 2.6665, 2.3941], [8.2873, 2.0091, 1.9997], [7.6564, 4.1445, 1.0291], [8.2872, 4.1399, -0.2400], [8.6717, 4.5641, 1.9249], [6.4784, 5.2157, 0.9361], [6.8077, 6.0681, -0.1475], [5.2218, 4.6750, 0.6373], [6.3076, 6.1542, 2.2177], [6.4793, 5.5154, 3.4302], [4.9710, 6.6112, 2.2105], [7.0908, 7.2818, 2.0445], [2.6452, -2.5154, 1.2278], [1.5001, -1.6568, 0.9136], [0.2340, -2.2824, 0.4923], [0.0947, -2.5937, -1.0753], [0.4042, -1.3708, -1.8702], [1.1057, -0.8850, 2.1577], [0.5541, 0.5812, 1.8524], [-0.9753, 0.7384, 2.3382], [-1.1729, 0.6304, 4.1656], [-1.2323, -0.7975, 4.6511], [-0.1660, 1.4505, 4.9256], [-2.6690, 1.3070, 4.5502], [2.8862, -3.8723, 0.4923], [1.8081, -4.7661, 0.3866], [3.7862, -4.6297, 1.3152], [3.5938, -3.8541, -0.9354], [4.9638, -3.6524, -0.9122], [3.0562, -2.9819, -1.8653], [3.4139, -5.1511, -1.4802], [5.9212, -4.0760, 5.4466], [4.9037, -2.8123, 6.2545], [6.4419, -2.2579, 5.4514], [4.4518, -3.7586, 3.6065], [3.7368, -2.2157, 4.3121], [5.5420, -0.7672, 3.1832], [6.6153, -2.2275, 3.0357], [3.8252, -0.6650, 1.9359], [3.4823, 1.4410, -2.2731], [6.1309, 0.3094, 1.4632], [6.6822, -0.2906, -0.2450], [7.7405, 1.7175, -0.4689], [6.1258, 2.6414, -0.4997], [2.5708, -2.7729, 2.3495], [0.0495, -3.2138, 1.1465], [-0.6667, -1.6114, 0.7245], [0.6492, -3.5182, -1.4178], [-1.0340, -2.7972, -1.2427], [1.0950, -1.5470, -2.6021], [0.6935, -0.5875, -1.2797], [0.2505, -1.4528, 2.6783], [1.9334, -0.8096, 2.9221], [0.6671, 0.9152, 0.7717], [1.1459, 1.3001, 2.5190], [-1.3499, 1.7767, 2.0336], [-1.6596, -0.0328, 1.8703], [-3.3567, 0.6045, 4.5009], [-3.1979, -4.3743, -2.0015], [-3.5061, -2.9889, -1.9494], [-4.0767, -2.5141, -3.1667], [-5.5834, -2.3375, -3.0375], [-6.2407, -3.5948, -2.9005], [-6.6276, -3.8588, -1.5595], [-2.9448, -4.7060, -0.9922], [-4.0458, -4.9635, -2.3592], [-2.3311, -4.5380, -2.6503], [-3.8291, -3.1781, -4.0009], [-3.6245, -1.5377, -3.3690], [-5.9627, -1.8794, -3.9564], [-5.8300, -1.6723, -2.2038], [-7.4645, -3.2113, -1.2789], [-5.7981, -3.7129, -0.8626], [-6.9558, -4.8977, -1.4976], [0.5304, 6.4932, -1.7628], [1.3858, 5.6801, -2.5524], [2.0931, 6.4330, -3.5359], [3.5384, 6.6675, -3.1182], [3.6163, 7.5436, -1.9978], [3.8696, 6.8466, -0.7848], [0.1707, 5.8939, -0.9244], [1.0552, 7.3663, -1.3676], [-0.3312, 6.8152, -2.3565], [1.5859, 7.3804, -3.7439], [2.0854, 5.8387, -4.4556], [4.0663, 7.1582, -3.9421], [4.0454, 5.7192, -2.9117], [4.8941, 6.4856, -0.7754], [3.1804, 6.0086, -0.6475], [3.7383, 7.5446, 0.0436], [-3.9057, 3.9864, 3.9902], [-3.9168, 3.4850, 2.6595], [-5.1335, 2.8133, 2.3441], [-6.0396, 3.6840, 1.4839], [-6.5292, 4.8017, 2.2180], [-5.8464, 6.0046, 1.8903], [-3.0381, 4.6396, 4.1006], [-4.8066, 4.5638, 4.2124], [-3.8112, 3.1610, 4.6975], [-5.6492, 2.4889, 3.2540], [-4.8627, 1.9180, 1.7734], [-6.9118, 3.0939, 1.1847], [-5.5240, 4.0069, 0.5737], [-6.1354, 6.3342, 0.8873], [-4.7614, 5.8808, 1.9405], [-6.1424, 6.7719, 2.6072], [-9.7409, 6.0597, -0.3206], [-8.6298, 6.6778, -0.9538], [-8.1459, 5.9170, -2.0581], [-8.5912, 6.5206, -3.3832], [-9.9992, 6.3924, -3.5614], [-10.6883, 7.6092, -3.3115], [-10.1706, 6.7737, 0.3842], [-10.5104, 5.7759, -1.0427], [-9.4098, 5.1769, 0.2356], [-8.4566, 4.8702, -1.9789], [-7.0522, 5.9476, -2.0088], [-8.1162, 5.9657, -4.1984], [-8.2788, 7.5668, -3.4621], [-10.4908, 8.3218, -4.1186], [-10.3999, 8.0482, -2.3529], [-11.7583, 7.3966, -3.2894], [4.2025, -6.4064, -4.2369], [5.0513, -7.2428, -5.0097], [5.7825, -6.5128, -5.9916], [7.2269, -6.3007, -5.5594], [7.3071, -5.4150, -4.4457], [7.5334, -6.1024, -3.2233], [3.8226, -6.9902, -3.3970], [4.7390, -5.5397, -3.8442], [3.3534, -6.0743, -4.8433], [5.2951, -5.5581, -6.2140], [5.7742, -7.1154, -6.9058], [7.7731, -5.8273, -6.3815], [7.7141, -7.2557, -5.3382], [8.5588, -6.4850, -3.1953], [6.8283, -6.9262, -3.0858], [7.4041, -5.3931, -2.4042], [-2.4504, -6.2670, 2.8081], [-3.4756, -6.1355, 1.8337], [-3.7938, -7.3817, 1.2143], [-5.0911, -7.9564, 1.7667], [-4.9402, -8.3583, 3.1255], [-5.5145, -7.4270, 4.0313], [-2.3896, -5.3305, 3.3658], [-2.6620, -7.0775, 3.5096], [-1.4883, -6.4433, 2.3164], [-2.9702, -8.0946, 1.3220], [-3.9260, -7.1802, 0.1459], [-5.3472, -8.8549, 1.1966], [-5.9141, -7.2428, 1.6570], [-6.6065, -7.4749, 3.9724], [-5.1785, -6.4065, 3.8298], [-5.2084, -7.7013, 5.0420]],
  "forces_ev_per_a": [[-0.895, 0.182, 0.640], [0.158, -0.350, -0.052], [1.013, -1.539, 1.612], [-1.019, 1.205, -0.124], [-0.032, 0.308, 1.294], [0.824, 0.332, 1.187], [1.005, 0.458, -1.657], [-0.531, 0.006, 0.271], [-0.170, -0.672, 0.276], [0.224, 0.192, -0.003], [-0.016, 0.136, 1.044], [0.496, -1.229, -1.271], [1.848, 0.358, -1.392], [-1.778, 1.050, -0.524], [1.544, 0.036, 0.072], [-1.276, -0.459, 2.409], [-2.272, -0.386, -1.511], [-0.311, 1.124, -1.232], [-0.474, -1.523, 2.158], [2.592, 0.321, 0.673], [-1.757, 1.413, 0.312], [0.223, 1.345, -2.471], [2.588, -0.839, 0.104], [-1.069, -2.404, 1.028], [0.561, 0.811, 1.547], [-1.140, 0.737, 0.819], [-1.128, -1.486, -0.731], [-1.226, 0.238, 0.524], [0.035, -0.611, 0.118], [-0.598, 0.188, 0.339], [-0.176, 0.129, 1.508], [0.012, 0.895, -1.218], [1.465, -1.361, 4.734], [-0.266, 3.305, -2.150], [-2.813, -1.515, -2.978], [1.536, -1.208, -1.088], [1.028, -1.892, 0.691], [1.094, 2.130, 0.148], [-1.218, 1.537, -1.390], [0.814, -1.428, -2.381], [-2.677, -0.100, 0.364], [0.793, -1.316, 1.971], [0.360, 2.410, 1.018], [-0.203, 1.671, -0.419], [1.009, -0.204, -1.206], [-0.853, -0.994, -0.196], [0.353, 1.649, 0.264], [1.227, -0.531, -0.426], [-0.350, -1.081, -0.520], [-1.483, 0.536, -0.444], [-0.512, -1.263, -0.954], [0.798, -0.619, 0.670], [-0.116, -0.175, -1.530], [-0.937, 0.842, 1.113], [-1.194, 0.496, 0.575], [0.679, -1.131, 0.456], [0.299, -0.268, -1.618], [0.041, 1.033, -1.116], [1.635, -0.572, -0.325], [-0.421, 1.212, 0.428], [1.771, 0.000, 0.427], [-0.212, 0.215, 0.608], [0.202, -0.602, -0.310], [1.345, 0.608, -0.504], [-0.716, -0.117, -1.052], [-0.309, -0.614, 1.403], [-0.773, -0.824, -1.163], [0.380, -1.378, 0.655], [0.723, 0.788, 0.790], [0.697, 0.295, 0.012], [0.086, 0.051, 0.168], [-0.146, -0.261, -0.196], [-0.050, 0.414, 0.437], [0.094, -0.387, -0.456], [0.102, 0.147, 0.348], [-0.036, -0.078, -0.134], [-0.013, 0.120, -0.027], [0.011, 0.021, -0.052], [-0.032, -0.112, -0.053], [-0.098, -0.030, 0.054], [-0.015, -0.016, -0.044], [0.029, 0.042, 0.011], [0.087, -0.060, 0.029], [0.015, 0.009, 0.113], [-0.015, 0.034, -0.010], [0.010, 0.071, -0.110], [-0.009, -0.182, 0.015], [0.006, 0.358, 0.040], [0.226, -0.554, 0.085], [-0.221, 0.574, -0.053], [-0.117, -0.341, 0.025], [-0.107, 0.255, -0.077], [0.051, -0.034, -0.111], [-0.009, 0.015, -0.041], [-0.018, 0.105, 0.050], [0.079, 0.012, 0.087], [0.020, 0.045, -0.020], [-0.009, -0.050, -0.038], [-0.101, -0.017, 0.031], [-0.226, 0.034, -0.113], [0.010, -0.012, -0.029], [-0.005, 0.038, -0.130], [0.033, 0.132, 0.048], [-0.274, -0.003, 0.154], [0.410, 0.159, -0.441], [-0.361, -0.094, 0.485], [0.334, -0.003, -0.173], [-0.119, 0.049, 0.017], [-0.016, -0.109, -0.089], [-0.016, -0.003, -0.073], [-0.073, 0.190, 0.057], [-0.049, 0.116, -0.021], [-0.067, -0.027, -0.024], [0.029, -0.045, -0.033], [0.080, -0.011, 0.080], [0.059, 0.061, -0.018], [-0.020, -0.036, -0.016], [-0.071, -0.123, -0.028], [0.061, 0.116, 0.119], [-0.190, -0.278, -0.158], [0.196, 0.569, 0.047], [-0.200, -0.557, -0.012], [0.110, 0.313, 0.197], [-0.072, -0.125, -0.075], [0.125, -0.010, -0.053], [0.032, -0.029, -0.013], [-0.085, -0.051, 0.002], [-0.078, 0.059, -0.063], [0.005, -0.035, -0.052], [0.048, 0.016, 0.016], [-0.023, -0.026, 0.109], [-0.008, 0.098, 0.060], [0.035, 0.006, -0.035], [0.098, -0.078, -0.053], [-0.018, -0.185, 0.023], [0.035, 0.372, 0.000], [0.184, -0.570, 0.113], [-0.222, 0.549, -0.093], [-0.036, -0.367, 0.089], [0.010, 0.168, -0.006], [0.066, -0.024, -0.116], [-0.016, 0.005, -0.038], [-0.020, 0.111, 0.045], [0.080, 0.016, 0.086], [0.032, 0.047, -0.023], [-0.006, -0.041, -0.030], [-0.110, -0.005, 0.031], [-0.013, -0.097, 0.061], [0.031, -0.006, -0.031], [0.006, 0.029, -0.127], [-0.022, 0.196, -0.039], [0.110, -0.341, 0.119], [-0.398, 0.460, -0.083], [0.414, -0.424, 0.088], [-0.097, 0.381, -0.047], [0.045, -0.155, 0.046], [-0.052, -0.025, -0.113], [0.019, -0.025, -0.039], [0.050, -0.072, 0.082], [-0.079, -0.005, 0.088], [-0.011, -0.054, -0.007], [-0.005, 0.031, -0.045], [0.094, 0.058, 0.019], [-0.026, 0.109, 0.027], [-0.032, -0.015, -0.032], [0.003, -0.077, -0.110]],
  "smiles": "CCCO[C@@H](O[C@@](S)(Br)CCC(F)(F)C(F)(F)C(F)(F)C(F)(F)F)[C@@H](N(CCN)CCCS(=O)(=O)O)C(F)(F)C(F)(F)F.COCCOC.COCCOC.COCCOC.COCCOC.COCCOC.COCCOC",
  "de_lowest_kcal_mol": 0.0,
  "homo_ev": -9.021,
  "largest_force_ev_per_a": 5.14,
  "lumo_ha": 0.0019
}